Here is a molecular structure, C30H44GdI2N3OSi in a non-equilibrium geometry from the OMol25 dataset. Energies are from ωB97M-V/def2-TZVPD.

Each line ends with the Löwdin spin population.
Atoms and positions in Å:
Gd  0.824  0.338  -0.013  6.83
C  1.906  -0.777  -2.352  0.01
C  1.346  -1.872  -1.662  0.00
C  2.155  -2.111  -0.522  -0.01
C  3.150  -1.122  -0.423  0.00
C  3.016  -0.306  -1.600  0.07
C  3.830  0.866  -2.078  0.01
C  4.278  -1.164  0.564  0.00
C  1.944  -3.267  0.405  0.00
C  0.311  -2.865  -2.088  0.00
C  1.515  -0.254  -3.693  0.00
H  3.186  1.767  -2.134  0.00
H  4.263  0.722  -3.062  0.00
H  4.715  1.142  -1.455  0.00
H  3.912  -1.610  1.547  0.00
H  4.740  -0.181  0.715  0.00
H  5.046  -1.795  0.150  0.00
H  2.034  -2.928  1.428  0.00
H  2.598  -4.160  0.255  0.00
H  0.926  -3.584  0.358  0.00
H  -0.355  -3.089  -1.268  0.00
H  0.671  -3.820  -2.436  0.00
H  -0.317  -2.408  -2.826  0.00
H  1.384  0.834  -3.701  0.00
H  0.601  -0.670  -4.124  0.00
H  2.300  -0.479  -4.458  0.00
I  1.252  4.561  -3.254  0.00
C  -0.368  3.250  -3.238  0.00
C  -1.476  3.344  -4.093  0.00
C  -2.530  2.471  -4.081  0.00
I  -4.077  2.787  -5.467  0.00
C  -2.498  1.372  -3.220  0.00
C  -3.520  0.441  -3.061  0.00
C  -3.400  -0.573  -2.142  0.00
C  -2.272  -0.642  -1.367  0.00
N  -1.260  0.209  -1.470  0.00
C  -1.349  1.202  -2.367  0.00
C  -0.274  2.187  -2.383  0.00
O  0.649  2.061  -1.500  -0.01
H  -1.454  4.170  -4.771  0.00
H  -4.398  0.436  -3.598  0.00
H  -4.225  -1.274  -2.001  0.00
H  -2.217  -1.443  -0.559  0.00
C  -1.421  1.423  2.752  0.00
N  -0.909  1.834  1.426  0.00
C  -2.018  2.233  0.551  0.00
C  -0.076  3.053  1.544  0.00
C  1.217  2.897  2.324  0.00
N  2.128  1.853  1.776  0.00
C  2.868  1.153  2.796  0.00
C  3.056  2.473  0.807  0.00
H  -1.969  2.233  3.246  0.00
H  -0.595  1.192  3.414  0.00
H  -2.024  0.538  2.643  0.00
H  -2.584  2.967  1.088  0.00
H  -2.648  1.349  0.323  0.00
H  -1.624  2.714  -0.358  0.00
H  -0.641  3.886  1.949  0.00
H  0.192  3.330  0.563  0.00
H  1.123  2.693  3.375  0.00
H  1.706  3.874  2.300  0.00
H  3.377  1.861  3.491  0.00
H  3.600  0.497  2.364  0.00
H  2.187  0.527  3.343  0.00
H  3.710  3.245  1.253  0.00
H  2.517  3.016  0.028  0.00
H  3.602  1.638  0.314  0.00
C  -2.044  -4.603  2.461  0.00
Si  -2.605  -2.854  2.593  0.00
C  -3.062  -2.433  4.319  0.00
C  -4.033  -2.393  1.492  0.00
C  -1.171  -1.923  2.002  0.01
C  -0.211  -1.297  1.534  0.07
H  -2.687  -5.199  3.114  0.00
H  -1.004  -4.651  2.810  0.00
H  -2.131  -5.028  1.492  0.00
H  -3.764  -3.136  4.743  0.00
H  -3.536  -1.466  4.433  0.00
H  -2.191  -2.461  4.954  0.00
H  -4.986  -2.806  1.801  0.00
H  -3.821  -2.714  0.452  0.00
H  -4.086  -1.285  1.534  0.00

The value obtained for the HOMO energy (spin up / spin down) is -7.17 / -7.05 eV. The LUMO energy (spin up / spin down) is -0.14 / -2.04 eV. The calculation puts the relative energy (zero: lowest compared OMol25 entry of this formula, charge and spin) at 0.000 eV. As for the spin multiplicity: 8.

***

Here is a single C5H5NO molecule in a non-equilibrium geometry from the OMol25 dataset. Energies are from ωB97M-V/def2-TZVPD.

Each line ends with the Löwdin charge.
Atoms and positions in Å:
N  3.078  0.934  -0.225  0.15
C  2.137  0.326  0.072  -0.14
C  0.916  -0.413  0.433  -0.48
O  0.314  0.063  1.555  -0.10
C  -1.371  -0.495  0.248  0.11
C  -1.161  0.795  -0.297  -0.05
C  -0.240  -0.399  -0.620  -0.16
H  1.188  -1.479  0.509  0.15
H  -2.201  -1.148  0.485  0.14
H  -1.884  1.245  -0.957  0.12
H  -0.626  1.458  0.381  0.13
H  -0.153  -0.888  -1.583  0.14

The value obtained for the HOMO energy (spin up / spin down) is -9.71 / -9.70 eV. The LUMO energy (spin up / spin down) is -1.63 / -1.63 eV. The calculation puts the relative energy (zero: lowest compared OMol25 entry of this formula, charge and spin) at 5.458 eV.

***

Here is 2 unconnected molecules or ions with the total composition C6H15NO2 in a non-equilibrium geometry from the OMol25 dataset. Energies are from ωB97M-V/def2-TZVPD.

Each line ends with the Löwdin charge.
Atoms and positions in Å:
C  -0.035  0.499  -3.043  -0.05
C  -0.067  0.386  -1.527  -0.62
C  0.537  1.613  -0.857  -0.05
C  0.925  -0.984  -1.121  0.00
O  -1.372  0.156  -1.152  -0.04
H  -0.673  1.321  -3.357  0.08
H  -0.413  -0.414  -3.497  0.08
H  0.972  0.680  -3.391  0.08
H  1.591  1.711  -1.109  0.08
H  0.424  1.558  0.221  0.06
H  0.015  2.506  -1.203  0.08
H  1.849  -0.793  -1.659  0.05
H  0.389  -1.804  -1.591  0.06
H  1.290  -1.277  -0.144  0.03
H  -1.464  0.152  -0.173  0.05
C  -2.015  -0.495  2.875  -0.02
N  -1.528  -0.216  1.759  0.05
O  -0.048  -0.436  1.429  -0.24
C  0.851  -0.703  2.485  -0.12
H  -1.447  -0.816  3.754  0.08
H  -3.083  -0.348  3.011  0.09
H  0.894  -1.777  2.697  0.09
H  1.831  -0.334  2.178  0.09
H  0.580  -0.187  3.414  0.08

The value obtained for the HOMO energy is -8.89 eV. The LUMO energy is 0.68 eV. The calculation puts the relative energy (zero: lowest compared OMol25 entry of this formula, charge and spin) at 4.483 eV. As for the SMILES: CC(C)(C)O.C=NOC.

***

Here is 3 unconnected molecules or ions with the total composition C4H15NO2S in a non-equilibrium geometry from the OMol25 dataset. Energies are from ωB97M-V/def2-TZVPD.

Each line ends with the Löwdin spin population.
Atoms and positions in Å:
C  0.359  -1.524  0.517  0.02
N  0.165  -0.212  -0.091  0.02
C  -0.688  -0.217  -1.330  0.02
C  -1.340  1.124  -1.551  0.02
S  -2.983  0.819  -2.363  0.02
C  1.434  -1.406  1.613  0.07
H  0.901  -2.163  -0.195  0.01
H  -0.491  -2.028  0.971  0.00
H  1.051  0.218  -0.361  0.03
H  -0.049  -0.336  -2.214  0.02
H  -1.319  -1.086  -1.213  0.00
H  -0.698  1.697  -2.227  0.02
H  -1.474  1.821  -0.720  0.01
H  -3.620  0.497  -1.216  0.00
H  2.352  -0.975  1.205  0.04
H  1.617  -2.345  2.138  0.00
H  1.082  -0.730  2.412  0.01
H  3.497  0.767  -0.220  0.12
H  2.906  2.134  -0.765  0.12
O  2.719  1.180  -0.647  0.42
H  -1.741  1.415  2.730  0.00
H  -1.503  0.482  1.476  0.00
O  -2.178  0.869  2.050  0.01

The value obtained for the HOMO energy (spin up / spin down) is 0.64 / -5.73 eV. The LUMO energy (spin up / spin down) is 2.86 / 2.82 eV. The calculation puts the relative energy (zero: lowest compared OMol25 entry of this formula, charge and spin) at 0.419 eV. Its total charge is -1. As for the spin multiplicity: 2.

***

Here is 6 unconnected molecules or ions with the total composition C34H70F3N5O8S in a non-equilibrium geometry from the OMol25 dataset. Energies are from ωB97M-V/def2-TZVPD.

Each line ends with the Löwdin charge.
Atoms and positions in Å:
C  3.430  5.128  1.681  0.02
C  4.152  4.681  0.433  -0.36
O  4.940  3.769  0.324  0.15
N  3.913  5.634  -0.780  0.08
H  4.057  6.591  -0.452  0.17
H  4.706  5.419  -1.451  0.20
C  2.592  5.431  -1.555  0.05
H  4.075  5.967  2.175  0.15
H  3.462  4.264  2.347  0.10
H  2.466  5.568  1.486  0.08
H  2.766  5.898  -2.530  0.12
H  1.765  5.731  -0.967  0.08
H  2.508  4.337  -1.626  0.07
C  -5.381  -2.131  -5.991  0.02
C  -5.590  -1.376  -4.799  -0.41
O  -5.194  -1.526  -3.722  0.20
N  -6.544  -0.089  -4.995  0.08
H  -6.394  0.305  -5.934  0.18
H  -7.503  -0.522  -4.971  0.20
C  -6.482  0.849  -3.795  0.03
H  -5.693  -1.728  -6.972  0.12
H  -5.730  -3.163  -5.811  0.13
H  -4.312  -2.276  -6.133  0.12
H  -6.740  0.289  -2.895  0.11
H  -7.351  1.444  -4.014  0.10
H  -5.520  1.339  -3.857  0.11
C  6.761  0.621  -4.062  0.01
C  6.574  -0.595  -3.133  -0.38
C  7.782  -1.413  -2.770  -0.10
C  7.419  -2.341  -1.630  -0.15
C  7.092  -1.603  -0.311  -0.11
C  5.907  -0.718  -0.426  -0.51
N  6.000  0.060  -1.758  0.00
O  5.556  1.088  -1.892  0.22
C  5.894  0.345  0.568  -0.02
C  4.652  -1.535  -0.491  0.00
C  5.286  -1.224  -3.597  -0.01
H  5.795  1.122  -4.033  0.09
H  6.890  0.203  -5.025  0.10
H  7.547  1.298  -3.880  0.09
H  8.618  -0.713  -2.518  0.16
H  8.101  -1.883  -3.703  0.15
H  8.309  -2.969  -1.472  0.13
H  6.684  -3.146  -1.803  0.12
H  7.898  -0.958  0.037  0.14
H  6.864  -2.302  0.509  0.15
H  5.903  -0.034  1.577  0.12
H  4.921  0.883  0.503  0.10
H  6.692  1.038  0.341  0.11
H  4.533  -1.909  0.518  0.11
H  4.813  -2.408  -1.156  0.08
H  3.777  -0.929  -0.790  0.10
H  4.536  -0.485  -3.722  0.09
H  4.904  -2.063  -3.032  0.08
H  5.523  -1.573  -4.597  0.12
C  -1.092  -3.195  -2.322  -0.03
C  -0.944  -4.596  -1.821  -0.44
C  0.430  -4.732  -1.147  -0.14
C  0.608  -5.997  -0.322  -0.14
C  -0.366  -5.834  0.885  -0.09
C  -1.880  -5.751  0.459  -0.45
N  -1.981  -4.728  -0.727  0.05
O  -3.000  -4.054  -0.756  0.21
C  -2.706  -5.220  1.549  -0.03
C  -2.368  -7.064  -0.091  0.02
C  -1.174  -5.648  -2.923  0.02
H  -0.265  -2.948  -3.012  0.12
H  -0.962  -2.485  -1.473  0.11
H  -1.951  -3.003  -2.899  0.07
H  0.674  -3.855  -0.551  0.13
H  1.216  -4.713  -1.926  0.15
H  1.629  -6.006  0.042  0.12
H  0.412  -6.912  -0.909  0.12
H  -0.255  -4.880  1.404  0.13
H  -0.217  -6.599  1.618  0.13
H  -2.876  -4.141  1.573  0.10
H  -2.289  -5.547  2.521  0.12
H  -3.742  -5.646  1.459  0.12
H  -1.573  -7.501  -0.722  0.09
H  -3.241  -7.084  -0.659  0.09
H  -2.440  -7.657  0.817  0.12
H  -0.813  -6.653  -2.767  0.09
H  -0.649  -5.363  -3.820  0.10
H  -2.183  -5.743  -3.243  0.09
C  -6.073  4.225  5.921  0.00
C  -5.135  4.508  4.648  -0.34
C  -4.009  5.542  4.932  -0.11
C  -2.896  4.857  5.630  -0.19
C  -2.238  3.799  4.809  -0.11
C  -3.170  2.623  4.678  -0.44
N  -4.678  3.021  4.237  -0.04
O  -5.359  2.367  3.668  0.25
C  -3.590  1.943  5.923  -0.01
C  -2.757  1.658  3.639  -0.03
C  -6.093  4.953  3.469  -0.01
H  -5.510  4.026  6.863  0.09
H  -6.800  3.441  5.743  0.09
H  -6.688  5.082  6.242  0.11
H  -4.595  6.263  5.508  0.14
H  -3.851  6.055  3.991  0.13
H  -3.197  4.475  6.609  0.12
H  -2.147  5.569  5.941  0.13
H  -1.313  3.542  5.337  0.15
H  -1.906  4.139  3.829  0.14
H  -4.418  1.216  5.730  0.13
H  -3.939  2.581  6.730  0.08
H  -2.663  1.473  6.332  0.14
H  -1.920  1.030  3.902  0.11
H  -2.448  2.138  2.688  0.11
H  -3.542  0.990  3.299  0.09
H  -5.578  4.876  2.475  0.10
H  -6.306  6.009  3.690  0.11
H  -6.995  4.343  3.417  0.08
C  0.843  0.646  -0.090  -0.65
F  2.154  0.488  0.373  0.04
F  0.617  -0.293  -1.022  0.09
F  0.093  0.328  0.944  0.14
S  0.644  2.281  -0.856  0.47
O  1.108  3.225  0.202  -0.36
O  1.504  2.204  -2.023  -0.32
O  -0.778  2.238  -1.087  -0.31

The value obtained for the HOMO energy is -16.40 eV. The LUMO energy is -10.22 eV. Its total charge is +4.

***

Here is 2 unconnected molecules or ions with the total composition C2H4OS2 in a non-equilibrium geometry from the OMol25 dataset. Energies are from ωB97M-V/def2-TZVPD.

Each line ends with the Löwdin charge.
Atoms and positions in Å:
O  -1.402  0.207  0.210  -0.06
C  -0.896  1.140  1.008  -0.85
S  -1.118  1.184  2.584  0.71
H  -0.873  0.469  -0.603  0.11
H  -0.407  1.958  0.486  0.07
C  1.596  -1.132  -0.672  -0.56
S  1.483  -1.380  -2.260  0.62
H  0.726  -0.809  -0.047  -0.01
H  2.551  -1.139  -0.229  -0.02

The value obtained for the HOMO energy is -9.21 eV. The LUMO energy is -0.81 eV. The calculation puts the relative energy (zero: lowest compared OMol25 entry of this formula, charge and spin) at 1.819 eV. As for the SMILES: OC=S.C=S.

***

Number 1: calculated total energy -3059.6024 a.u.. Number 2: calculated total energy -323.3191 a.u.. Number 3: calculated total energy -442.7165 a.u.. Number 4: calculated total energy -764.7631 a.u.. Number 5: calculated total energy -2909.3885 a.u.. Number 6: calculated total energy -950.1418 a.u..